DFT (ωB97M-V/def2-TZVPD) results for a cluster of 2 separate species, C20H22N4O8 in total at a distorted geometry.

Bonds (Å) are listed after each position.
Cartesian coordinates (Å):
1 O 1.862 -0.339 4.590  C2 1.219
2 C 1.683 0.072 3.456  O1 1.219, O3 1.354, C4 1.475
3 O 1.691 1.391 3.151  C2 1.354, H24 0.970
4 C 1.424 -0.901 2.378  C2 1.475, C5 1.405, C23 1.406
5 C 0.843 -0.490 1.167  C4 1.405, C6 1.394, H25 1.083
6 C 0.542 -1.396 0.151  C5 1.394, N7 1.395, C18 1.400
7 N -0.099 -0.890 -0.980  C6 1.395, C8 1.473, H26 1.030
8 C -0.484 -1.700 -2.148  N7 1.473, C9 1.514, H27 1.095, H28 1.095
9 C 0.677 -1.958 -3.084  C8 1.514, C10 1.403, C17 1.402
10 C 1.739 -1.051 -3.218  C9 1.403, C11 1.397, H29 1.087
11 C 2.764 -1.294 -4.135  C10 1.397, C12 1.398, H30 1.086
12 C 2.737 -2.443 -4.931  C11 1.398, C13 1.410, H31 1.087
13 C 1.688 -3.379 -4.818  C12 1.410, N14 1.414, C17 1.411
14 N 1.651 -4.545 -5.617  C13 1.414, O15 1.237, O16 1.238
15 O 2.370 -4.588 -6.623  N14 1.237
16 O 0.905 -5.469 -5.267  N14 1.238
17 C 0.668 -3.111 -3.881  C9 1.402, C13 1.411, H32 1.087
18 C 0.856 -2.749 0.332  C6 1.400, C19 1.405, H33 1.084
19 C 1.453 -3.197 1.523  C18 1.405, C20 1.469, C23 1.406
20 C 1.761 -4.620 1.712  C19 1.469, O21 1.219, O22 1.351
21 O 2.781 -4.927 2.303  C20 1.219
22 O 0.891 -5.533 1.227  C20 1.351, H34 0.969
23 C 1.732 -2.264 2.536  C4 1.406, C19 1.406, H35 1.089
24 H 1.889 1.825 3.996  O3 0.970
25 H 0.612 0.555 1.003  C5 1.083
26 H -0.739 -0.109 -0.777  N7 1.030
27 H -0.933 -2.645 -1.822  C8 1.095
28 H -1.258 -1.160 -2.705  C8 1.095
29 H 1.766 -0.153 -2.606  C10 1.087
30 H 3.583 -0.587 -4.230  C11 1.086
31 H 3.548 -2.607 -5.637  C12 1.087
32 H -0.164 -3.804 -3.778  C17 1.087
33 H 0.635 -3.470 -0.446  C18 1.084
34 H 1.277 -6.390 1.465  O22 0.969
35 H 2.189 -2.608 3.463  C23 1.089
36 C -3.637 6.211 3.111  N37 1.463, H45 1.092, H46 1.091, H47 1.092
37 N -2.643 5.414 2.393  C36 1.463, C38 1.339, H48 1.007
38 C -1.996 4.371 2.926  N37 1.339, O39 1.224, C40 1.531
39 O -2.155 4.024 4.090  C38 1.224
40 C -0.969 3.654 2.045  C38 1.531, N41 1.468, H49 1.089, H50 1.090
41 N -1.378 2.324 1.578  C40 1.468, C42 1.332, H51 1.009
42 C -2.074 2.041 0.477  N41 1.332, C43 1.516, O44 1.221
43 C -2.783 3.146 -0.280  C42 1.516, H52 1.087, H53 1.089, H54 1.088
44 O -2.114 0.899 0.047  C42 1.221
45 H -3.184 6.655 4.001  C36 1.092
46 H -4.024 7.005 2.471  C36 1.091
47 H -4.463 5.571 3.430  C36 1.092
48 H -2.438 5.664 1.439  N37 1.007
49 H -0.718 4.286 1.194  C40 1.089
50 H -0.059 3.541 2.637  C40 1.090
51 H -1.027 1.529 2.091  N41 1.009
52 H -2.056 3.856 -0.669  C43 1.087
53 H -3.331 2.703 -1.110  C43 1.089
54 H -3.492 3.640 0.381  C43 1.088

Computed properties:
HOMO: -8.25 eV
maximum force: 3.38 eV/A
LUMO level: -0.0255 Ha
Kohn-Sham gap: 0.2776 hartree
spin multiplicity: 1
SMILES: O=C(O)c1cc(NCc2cccc([N+](=O)[O-])c2)cc(C(=O)O)c1.CNC(=O)CNC(C)=O